Entry from the OMol25 dataset: a cluster of 2 separate species, C5H8N3OP in total at a distorted geometry (ωB97M-V/def2-TZVPD).

Geometry as XYZ:
```
18
Properties=species:S:1:pos:R:3:forces:R:3:lowdin_charge:R:1
C 1.73399 -1.42452 -1.77118 -0.6500 1.4087 1.3398 -0.15
C 2.01927 0.57795 -2.50091 -0.2531 1.5598 0.5684 -0.20
C -0.97147 0.37701 1.45036 -3.1470 -5.6689 -0.1393 -0.11
C -0.04226 -0.41941 0.51483 4.0355 3.8553 1.6163 -0.24
C 0.51954 0.47008 -0.58076 -3.6435 0.7114 -1.1608 -0.39
N 2.62980 -1.46944 -2.66794 0.5400 -0.5528 -1.1488 0.04
N 2.80908 -0.18021 -3.17246 -0.0988 -0.1188 -0.0306 0.05
N 1.34328 -0.11724 -1.52373 0.5944 0.1066 -0.8637 -0.10
O -0.70185 2.91138 0.11540 -2.0515 1.5045 3.0363 -0.48
P 0.09981 2.30036 -0.88464 1.8786 -2.2300 -3.2344 0.81
H 1.26217 -2.14696 -1.17578 0.0671 -1.4512 0.3555 0.11
H 1.78819 1.66118 -2.57455 0.8383 -1.0020 -0.4101 0.07
H -0.67618 1.26016 1.85804 1.1901 2.3905 0.6143 0.02
H -1.93252 0.45958 0.88749 0.6370 0.5797 0.4804 0.09
H -1.30065 -0.32246 2.33904 0.8460 1.2009 -1.5467 0.11
H 0.95538 -0.65501 1.00643 -1.1676 -0.3046 0.1075 0.15
H -0.35325 -1.24651 0.00800 -1.5701 -2.5222 -0.5775 0.07
H -0.91850 0.71177 -1.44302 1.9547 0.5330 0.9934 0.16
```
Forces are in eV/Å.

Computed properties:
- Molecular weight: 157.11 g mol⁻¹
- Charge: 0
- HOMO energy: -9.67 eV
- Energy: -21117.3621 eV